This record from OMol25 describes a 2-piece molecular cluster, C7H19N4O overall at a distorted geometry. The level of theory is wB97M-V/def2-TZVPD.

Values from the calculation:
Net charge = +1
Orbital gap = 8.4 eV
Spin multiplicity = 1
Energy above the lowest of the compared OMol25 structures with the same formula, charge and spin = 20.1 kcal per mole
Max |F| = 2.6 eV Å⁻¹
LUMO level = -3.24 eV

The geometry in XYZ format:
```
31
Properties=species:S:1:pos:R:3:forces:R:3:nbo_charge:R:1
C -0.190314 0.782856 -0.830977 0.3 2.2 -0.3 -0.2073
C 0.901577 1.521223 -1.657804 -1.4 -0.7 -1.2 -0.6256
C -1.772541 2.314225 -1.990901 -0.6 0.0 -1.2 -0.4208
C -2.057161 -0.212039 0.784613 -1.3 -1.1 -0.6 -0.7147
C -2.519598 0.959443 -0.058690 2.1 1.4 0.0 0.6888
O -3.444679 1.688363 0.177340 -0.9 -0.4 -0.1 -0.5638
N -1.577221 1.250333 -1.049146 0.9 -0.7 0.1 -0.4546
H -0.135814 -0.283657 -0.872156 0.4 -0.6 -0.3 0.1768
H 0.135349 1.128786 0.126964 -0.3 -0.4 1.4 0.1703
H 0.583747 2.496850 -2.032643 -0.3 -0.5 -0.3 0.2374
H 1.222476 0.864567 -2.469075 0.3 0.5 -0.1 0.2142
H -1.292523 3.276049 -1.805321 -0.5 0.1 0.8 0.1920
H -1.302268 0.042795 1.514338 -0.1 0.4 0.2 0.2036
H 1.701424 1.835758 -1.049567 1.3 -0.3 0.9 0.2079
H -1.371216 2.087929 -2.983663 0.0 -0.6 0.1 0.1998
H -2.839264 2.369661 -2.153519 -0.2 0.6 0.2 0.2442
H -2.916324 -0.719673 1.233868 0.2 0.4 0.2 0.2556
H -1.634294 -0.921915 0.077076 0.1 -0.3 0.2 0.2001
C 1.368173 -2.845143 -0.445266 0.5 -0.6 -0.4 -0.4299
C 2.193444 -1.324500 1.356531 -0.7 0.0 -1.9 0.6752
N 2.369884 -2.021851 0.239914 -0.3 -0.6 0.1 -0.5462
N 0.972963 -1.195644 1.842872 -0.8 0.7 1.6 -0.7700
N 3.189391 -0.619488 1.853841 0.5 0.8 0.9 -0.7512
H 3.290996 -2.105195 -0.163823 0.0 0.1 0.3 0.4225
H 0.133701 -1.687503 1.619247 0.2 -0.7 -0.8 0.4387
H 0.744434 -0.514881 2.554620 0.6 0.0 0.0 0.4228
H 4.056866 -0.485566 1.366844 0.1 -0.2 -0.2 0.4278
H 3.001572 0.070760 2.566626 0.0 -0.2 0.0 0.4233
H 0.324380 -2.566409 -0.317234 0.2 0.5 0.0 0.2170
H 1.432130 -3.900976 -0.171903 0.2 0.1 0.2 0.2283
H 1.660381 -2.778403 -1.491267 -0.5 0.0 -0.1 0.2379
```
Forces are in eV/Å.